1.
The following is a quantum chemistry calculation of an isolated ion of composition C6H12NO and charge -1 in a non-equilibrium geometry, from OMol25.

Values from the calculation:
**SMILES**: C=C(CCC[O-])NC
**Total charge**: -1
**Gap between HOMO and LUMO**: 5.65 eV

Each line ends with the natural charge from an NBO analysis.
Atoms and positions in Å:
C 0.3410 -2.3782 0.1325  -0.50
C 0.3590 -1.1014 -0.3365  0.22
C 0.9506 0.0958 0.4341  -0.47
C 0.0395 0.8080 1.4741  -0.45
C -0.9992 2.0318 0.9659  0.03
O -1.5606 2.6950 1.9385  -0.93
N -0.1446 -0.8668 -1.6260  -0.65
C 0.7599 -1.3440 -2.6304  -0.40
H -0.1919 -3.1492 -0.4479  0.18
H 0.6746 -2.7193 1.0602  0.19
H 1.4843 0.8569 -0.2163  0.20
H 1.8532 -0.2283 1.0792  0.21
H -0.4101 0.0751 2.0653  0.18
H 0.6911 1.3484 2.2254  0.18
H -0.3412 2.5933 0.2661  0.05
H -1.8083 1.4962 0.4225  0.07
H -0.2550 0.1822 -1.9668  0.37
H 0.7762 -2.4598 -2.6604  0.18
H 0.4716 -1.0988 -3.7057  0.19
H 1.8475 -1.0601 -2.4857  0.16

---

2.
The following is a quantum chemistry calculation of a 2-piece molecular cluster, C12H25N2 overall, from OMol25.

Values from the calculation:
**Total charge**: +1
**Gap between HOMO and LUMO**: 6.61 eV

Each line ends with the natural charge from an NBO analysis.
Atoms and positions in Å:
C 2.2156 0.0820 1.0496  -0.61
C 1.9821 1.1094 -0.0583  -0.40
C 1.7461 2.5485 0.4166  -0.40
C 0.2834 2.9274 0.6746  -0.39
C -0.5066 1.9931 1.5892  -0.41
C -1.9842 2.3778 1.6863  -0.39
C -2.7964 1.8773 0.4900  -0.43
C -3.0039 0.3763 0.5567  -0.21
N -4.0597 -0.0447 -0.4555  -0.67
H 2.2876 -0.9222 0.6267  0.21
H 1.4252 0.0635 1.7989  0.19
H 3.1529 0.2860 1.5712  0.21
H 2.8600 1.0924 -0.7071  0.22
H 1.1427 0.7995 -0.6966  0.18
H 2.1176 3.2357 -0.3465  0.22
H 2.3465 2.7388 1.3128  0.20
H -0.2257 2.9946 -0.2963  0.18
H 0.2438 3.9338 1.1026  0.21
H -0.4234 0.9668 1.2180  0.18
H -0.0586 1.9878 2.5860  0.22
H -2.0853 3.4635 1.7404  0.23
H -2.4234 1.9821 2.6074  0.21
H -2.2643 2.1178 -0.4374  0.22
H -3.7664 2.3834 0.4468  0.22
H -3.3589 0.0540 1.5352  0.23
H -2.1095 -0.1900 0.3044  0.23
H -5.0002 0.0999 -0.0827  0.44
H -3.9796 0.5215 -1.3045  0.44
H -3.9738 -1.0273 -0.7223  0.45
N 2.9260 -4.6270 -1.5818  -0.50
C 2.0331 -4.8676 -2.5879  -0.06
C 1.0866 -3.8790 -2.5542  -0.32
C 1.4266 -3.0084 -1.4823  -0.31
C 2.5676 -3.4974 -0.9027  -0.08
H 3.7284 -5.1937 -1.3759  0.42
H 2.1466 -5.7139 -3.2429  0.22
H 0.2514 -3.7871 -3.2282  0.22
H 0.8993 -2.1188 -1.1768  0.20
H 3.1509 -3.1359 -0.0733  0.21

---

3.
The following is a quantum chemistry calculation of a 2-piece molecular cluster, H3IN2 overall in a non-equilibrium geometry, from OMol25.

Values from the calculation:
**Total charge**: 0
**Gap between HOMO and LUMO**: 6.84 eV

Each line ends with the natural charge from an NBO analysis.
Atoms and positions in Å:
N 1.3119 0.2314 0.3986  -0.61
N -0.8893 -0.1085 -0.4612  -0.71
I -2.4315 -0.1859 0.8644  0.33
H 1.6633 -0.1003 -0.4847  0.33
H 1.2070 1.2521 0.3837  0.34
H -0.8614 -1.0887 -0.7008  0.33

---

Results for ΔE to the lowest compared entry with this formula, charge and spin: 1.6124 0.0000 3.1680 (in eV, following the order of the records).